Molecular formula: C3H10N2O
Method: DFT, wB97M-V/def2-TZVPD

XYZ file:
```
16
Properties=species:S:1:pos:R:3:forces:R:3
C -0.120 0.245 -0.855 -0.22 0.28 -0.08
C -0.694 1.631 -1.356 1.97 -1.08 -0.46
N -1.581 1.452 -2.427 -1.50 -0.64 2.61
H -0.588 0.049 0.102 -0.01 0.05 0.28
H -0.371 -0.599 -1.499 0.18 0.14 -0.20
H 0.952 0.349 -0.742 0.04 -0.22 0.09
H -0.952 2.243 -0.497 -0.71 0.47 -0.57
H 0.210 2.063 -1.834 0.17 0.27 0.12
H -2.510 1.784 -2.174 -0.33 0.49 -0.94
H -1.612 0.496 -2.788 0.36 0.35 -0.87
C 1.399 -1.519 2.974 0.62 -0.80 0.16
N 1.054 -1.680 1.663 -0.70 0.35 -0.01
O 0.595 -1.489 3.868 -0.23 0.29 -0.05
H 2.484 -1.555 3.168 0.01 0.32 -0.16
H 0.060 -1.783 1.523 0.13 -0.13 -0.20
H 1.675 -1.688 0.874 0.22 -0.16 0.29
```
Forces are in eV/Å.

Properties
HOMO level (spin up / spin down): -12.68 / -12.67 eV
Spin multiplicity: 2
Expectation value of S²: 0.75
LUMO level (spin up / spin down): -3.74 / -9.17 eV
Total charge: +1
Energy relative to the best compared isomer or geometry (same formula, charge and spin): 54.58 kcal/mol